# 1
DFT (ωB97M-V/def2-TZVPD) results for a cluster of 2 separate species, C4H7NO in total.

The geometry in XYZ format:
```
13
C4H7NO, DFT ωB97M-V/def2-TZVPD
C 0.243 -1.535 0.258
N -0.391 -1.598 -0.842
C 0.246 -1.006 -1.953
O 0.925 -0.008 -1.909
H 1.256 -1.127 0.338
H -0.232 -1.900 1.169
H 0.012 -1.517 -2.901
C -0.692 1.130 1.443
C 0.003 1.770 0.506
H -0.293 0.970 2.442
H -1.687 0.740 1.245
H -0.392 1.929 -0.493
H 1.003 2.152 0.694
```

=====

# 2
DFT (ωB97M-V/def2-TZVPD) results for a cluster of 2 separate species, C3H8OS2 in total.

The geometry in XYZ format:
```
14
C3H8OS2, DFT ωB97M-V/def2-TZVPD
C 2.481 -1.151 0.408
C 2.060 0.305 0.244
O 2.299 0.883 -0.783
H 3.033 -1.328 1.325
H 3.007 -1.249 -0.547
H 1.659 -1.869 0.363
H 1.540 0.812 1.076
C -3.121 0.643 0.342
S -2.129 -0.601 -0.527
S -1.112 0.607 -1.942
H -2.614 1.163 1.163
H -3.903 0.110 0.871
H -3.334 1.456 -0.342
H 0.133 0.220 -1.653
```

=====

# 3
DFT (ωB97M-V/def2-TZVPD) results for a structure of composition C14H15AgF5N3O2S.

The geometry in XYZ format:
```
41
C14H15AgF5N3O2S, DFT ωB97M-V/def2-TZVPD
Ag -0.376 -0.327 0.333
F -1.547 2.127 -6.161
C -1.715 1.507 -4.987
C -0.816 1.692 -3.957
F 0.238 2.499 -4.132
C -1.008 1.049 -2.746
F -0.088 1.293 -1.789
C -2.075 0.196 -2.496
S -2.383 -0.637 -0.984
C -2.961 0.040 -3.564
F -4.032 -0.753 -3.432
C -2.797 0.671 -4.781
F -3.682 0.479 -5.766
C 3.686 -3.228 0.429
N 3.425 -2.382 1.587
C 4.120 -2.590 2.849
C 2.470 -1.452 1.487
O 1.816 -1.262 0.470
H 4.559 -3.841 0.636
H 3.871 -2.614 -0.450
H 2.833 -3.873 0.214
H 5.027 -3.159 2.659
H 3.513 -3.147 3.565
H 4.410 -1.638 3.292
H 2.322 -0.851 2.396
N 0.013 0.815 2.317
C -0.329 1.349 3.281
N -0.707 1.970 4.386
C -2.132 2.287 4.559
C -2.238 3.442 5.532
O -1.581 3.137 6.751
C -0.197 2.922 6.543
C 0.033 1.735 5.630
H -2.662 1.414 4.951
H -2.553 2.553 3.591
H -3.282 3.634 5.773
H -1.803 4.345 5.088
H 0.247 2.736 7.519
H 0.261 3.819 6.108
H -0.323 0.818 6.110
H 1.091 1.628 5.395
```

=====

| no. | largest force on an atom (eV/Å) | HOMO-LUMO gap (Ha) |
| --- | --- | --- |
| 1 | 0.5 | 0.373 |
| 2 | 1.6 | 0.335 |
| 3 | 0.3 | 0.258 |